Entry 1:
# C21H38O4P

The ion C21H38O4P with charge +1 in a non-equilibrium geometry (ωB97M-V with the def2-TZVPD basis set, the OMol25 dataset).

LUMO ... -6.312 eV
Relative energy (zero: lowest compared OMol25 entry of this formula, charge and spin) ... 101.5 kcal/mol
Total energy ... -39861.809 eV
E_HOMO ... -10.92 eV
Kohn-Sham gap ... 0.169 Eh
Net charge ... +1

Structure (XYZ):
```
64
Properties=species:S:1:pos:R:3:forces:R:3
H 5.979 2.547 -0.407 -0.41 -0.02 -0.46
O -0.373 0.269 -0.414 2.24 -1.72 -2.86
H -5.072 2.232 3.282 -0.07 -0.03 0.01
H -1.747 -5.003 0.996 0.15 0.30 -0.85
O 0.982 -1.847 0.853 0.12 -0.24 -2.97
H 3.239 2.349 -1.780 0.01 0.09 0.34
H -1.949 1.728 -2.270 -0.09 0.28 0.39
C -3.542 0.847 2.794 1.64 -0.48 -0.41
H -1.853 -0.486 -4.371 -0.11 0.49 0.27
C -3.418 0.998 -4.457 -0.37 0.15 0.35
H -0.846 -2.768 -0.975 -0.26 -0.09 0.51
P 1.066 -0.289 0.136 -4.79 2.51 9.09
H 6.468 3.971 -2.419 0.13 -0.03 -0.03
H 1.039 -3.861 0.465 -0.20 -0.28 -0.05
C -0.423 0.218 -1.977 -0.60 0.23 0.14
H 2.455 1.028 4.306 0.47 0.00 -0.59
C -1.335 1.556 2.113 1.80 1.33 -1.13
H 3.584 3.333 -0.339 -0.16 -0.53 0.03
H -2.542 -4.647 -0.558 0.58 0.01 0.18
C 0.256 -3.216 0.827 0.31 1.88 -0.41
C 5.441 3.758 -2.148 -0.13 -0.41 0.28
O 1.944 1.088 0.196 2.36 -1.62 -3.40
H 0.051 -3.381 1.902 0.38 0.20 -0.43
H 5.605 1.599 -1.855 -0.05 0.12 0.03
C 3.833 2.387 -0.850 -0.44 -0.23 -0.27
H -5.189 0.696 4.151 0.10 0.08 -0.15
C 5.304 2.489 -1.290 0.22 0.06 0.56
H 3.038 0.022 2.891 -0.38 1.09 0.33
H 3.714 0.218 -0.535 0.22 0.51 0.28
H -3.577 0.904 -5.526 0.13 -0.06 -0.13
H -4.190 0.399 -3.962 0.09 0.04 -0.02
C -0.506 -5.477 -0.748 -0.57 -0.09 0.07
H -0.222 -0.839 -2.220 -0.17 0.43 -0.16
C -1.050 -3.152 0.047 0.18 -0.66 0.19
C -1.561 -4.621 -0.045 -0.27 0.25 0.54
C -3.032 -0.470 2.945 -0.20 0.66 0.23
H -2.589 0.097 -2.039 -0.18 -0.09 0.39
H 3.914 1.184 0.984 -0.29 -0.15 -0.31
H -1.274 1.166 -4.586 -0.34 -0.25 0.37
O 1.300 1.233 2.628 0.71 -0.54 -0.28
H -3.601 2.044 -4.194 0.03 -0.06 0.01
H 0.404 0.865 -2.337 -0.51 -0.32 0.18
H -0.820 -6.519 -0.813 0.08 0.09 -0.10
H 5.043 4.610 -1.597 0.07 0.09 -0.03
H 3.263 1.847 2.876 -0.33 -0.45 0.39
C -1.674 -0.732 2.794 1.02 -0.21 -0.80
H -1.254 -1.751 3.040 -0.56 1.22 -0.34
C -1.817 0.684 -2.519 1.02 -0.32 0.21
H -3.719 -1.270 3.247 0.34 0.36 0.07
C -4.931 1.155 3.190 -0.66 0.25 0.23
H -3.027 2.884 2.200 0.24 -0.64 0.11
H 0.424 -5.430 -0.189 0.03 -0.41 -0.19
H -1.774 -2.516 0.595 0.46 -0.15 -0.51
C -2.655 1.853 2.329 -1.34 -0.31 0.68
C -2.028 0.561 -4.036 1.19 -0.54 -0.55
H -5.650 0.789 2.464 -0.17 -0.07 -0.18
H -0.327 -5.083 -1.752 0.05 -0.15 -0.03
H 1.056 -0.808 2.644 -0.44 0.46 -0.13
C 3.455 1.154 -0.011 -0.09 0.31 -0.44
C -0.808 0.286 2.292 -0.89 -1.15 1.07
C 0.669 0.079 2.110 0.43 0.52 0.34
H 4.853 3.645 -3.057 0.02 0.07 -0.11
H -0.606 2.372 1.773 -1.28 -1.21 0.52
C 2.603 1.021 3.206 -0.45 -0.55 -0.07
```
Positions in Å, forces in eV/Å.

Löwdin atomic charge list, values in e, 2 entries: number 1, H, carries 0.12; number 2, O, carries -0.22

=====

Entry 2:
# C21H38O5S

An isolated molecule of C21H38O5S in a non-equilibrium geometry (ωB97M-V with the def2-TZVPD basis set, the OMol25 dataset).

LUMO ... 0.537 eV
Total energy ... -43461.364 eV
E_HOMO ... -9.21 eV
Kohn-Sham gap ... 0.358 Eh
Structure (SMILES) ... CCCCCCCC[C@@]1(CCCCCOC(C)=O)OC(=O)O[C@H]1CCCS

Structure (XYZ):
```
65
Properties=species:S:1:pos:R:3:forces:R:3
H 5.055 -0.582 3.697 -0.74 -1.25 -0.98
H -3.138 3.858 -0.948 1.26 -0.64 0.40
C 1.310 0.349 -2.720 -0.79 -0.13 -1.09
H -2.338 2.725 0.304 0.14 1.04 -1.49
H 2.322 -1.270 -3.855 -0.47 0.34 1.66
C -3.799 -2.471 1.079 2.06 -1.23 1.29
H -1.993 2.004 -2.222 1.60 1.00 0.50
H 0.577 0.263 -3.609 1.09 0.35 1.37
H 5.521 -0.948 -0.187 -1.08 -0.97 0.76
C 2.143 -1.043 -2.736 0.91 0.95 -1.24
C -0.061 2.005 -0.974 -1.06 -1.39 0.36
H 3.860 0.141 -1.765 -0.28 -1.54 -0.57
H 2.764 -2.810 3.286 0.94 1.24 0.79
H 2.608 -1.167 4.147 1.07 -1.15 -0.55
H -2.884 -0.948 -1.011 1.32 0.71 0.80
H -0.219 4.511 0.182 -1.49 0.15 -0.11
H -1.124 5.031 2.740 -0.44 -0.09 -1.57
H -0.943 3.576 -2.435 -0.18 -1.43 0.68
C 4.698 -1.551 0.337 -0.31 -0.43 0.37
H 4.700 0.284 1.600 -1.01 -1.54 0.04
C 0.400 0.547 -1.409 -0.46 -0.69 -1.84
H -3.703 -3.359 1.810 -0.39 1.28 -1.28
H 3.057 -0.537 1.526 1.69 -0.48 0.40
S -2.033 5.292 1.704 0.23 -0.07 0.39
C -0.801 -0.482 -1.641 -1.12 0.28 0.91
C 3.607 -0.934 -2.065 -1.23 -1.07 1.34
C -1.528 -1.072 0.859 -0.98 0.55 -1.17
C -2.878 -1.296 1.692 -0.29 0.44 -0.23
H 2.508 -1.970 -0.301 1.58 0.44 -0.46
O 1.224 2.655 -0.814 0.55 -2.62 0.73
H 1.973 1.252 -2.971 -0.74 -1.39 0.66
H -3.497 -0.326 1.580 1.00 -1.36 0.43
H -0.825 -0.329 1.361 -0.91 -1.13 -0.41
C -6.596 -0.304 -0.188 -0.26 -1.09 0.41
O -5.220 -1.956 -1.343 -0.51 0.82 4.13
C -1.979 -0.401 -0.558 0.43 -0.78 0.45
H -7.620 -0.745 -0.486 1.54 0.74 0.56
H -2.326 0.653 -0.300 0.53 -1.24 -0.63
C -1.260 2.741 -1.725 -0.67 0.87 1.26
C 4.185 -0.748 1.631 0.54 0.87 -0.26
C -5.579 -1.562 -0.210 -0.25 0.31 -2.76
H -0.949 -2.026 0.624 -0.82 1.09 0.57
H -1.467 5.586 -0.659 0.36 -1.18 1.35
H 3.703 -2.465 4.858 -0.50 0.65 -1.54
O 3.196 1.826 0.075 -4.34 -1.54 -0.98
O -5.210 -2.147 1.024 0.41 1.48 -2.34
H 4.392 -1.389 -2.751 -0.93 0.93 0.80
H -6.321 0.453 -0.999 -0.10 -1.27 1.23
H -0.478 -1.579 -1.704 -0.14 1.68 0.16
H -1.283 -0.249 -2.663 1.02 -0.13 1.52
H 3.807 -2.947 -1.147 -0.51 1.49 0.61
C 3.345 -2.002 3.866 0.15 -0.17 0.12
C 4.586 -1.405 3.037 -0.07 0.35 0.47
H -2.666 -1.478 2.807 -0.42 0.29 -1.70
C -1.335 4.715 0.087 0.32 -0.21 -1.27
C 3.562 -1.893 -0.742 1.01 -0.55 -0.69
H 5.152 -2.540 0.726 -0.57 1.51 -0.76
H 1.554 -1.927 -2.329 0.74 1.29 -0.36
O 1.327 0.311 -0.281 1.18 3.09 -0.49
H 5.432 -2.176 2.893 -1.47 0.99 0.18
C 2.036 1.578 -0.273 2.11 1.37 0.21
C -2.143 3.465 -0.562 0.78 0.20 0.85
H -0.387 1.838 0.120 -0.05 0.18 -1.66
H -3.344 -2.809 0.091 -1.09 0.50 1.06
H -6.676 0.182 0.837 0.14 -0.67 -1.38
```
Positions in Å, forces in eV/Å.

Löwdin atomic charge list, values in e, 2 entries: number 1, H, carries 0.10; number 2, H, carries 0.11

=====

Question: E_HOMO of number 2 (C21H38O5S)?
Answer: -9.21 eV